C35H95Br15O15 as an isolated structure at a distorted geometry, computed with wB97M-V/def2-TZVPD.

The geometry in XYZ format:
```
160
C35H95Br15O15 (wB97M-V/def2-TZVPD)
C -15.575 -15.546 -16.054
Br -14.238 -16.333 -17.290
Br -14.865 -15.135 -14.294
Br -17.191 -16.616 -16.109
H -15.833 -14.573 -16.406
C -7.977 -19.119 -11.770
Br -8.979 -19.363 -10.038
Br -7.150 -20.670 -12.447
Br -6.761 -17.498 -11.561
H -8.758 -18.782 -12.435
C -11.305 -9.453 -19.240
Br -10.697 -8.081 -20.413
Br -12.818 -9.053 -18.009
Br -9.716 -10.193 -18.244
H -11.736 -10.228 -19.881
C -5.923 -12.686 -18.547
Br -6.402 -11.428 -19.861
Br -6.583 -14.494 -18.977
Br -6.816 -12.233 -16.856
H -4.858 -12.628 -18.329
C -14.903 -11.529 -18.329
Br -14.796 -11.573 -16.364
Br -16.502 -12.358 -18.941
Br -13.224 -12.363 -19.041
H -14.910 -10.460 -18.657
C -14.119 -15.694 -9.756
C -13.046 -14.654 -10.220
O -13.436 -14.169 -11.456
H -15.062 -15.201 -9.863
H -13.912 -16.037 -8.743
H -14.141 -16.517 -10.450
H -12.086 -15.145 -10.344
H -12.885 -13.954 -9.421
H -12.659 -13.802 -11.936
C -7.387 -14.527 -24.044
C -8.093 -14.637 -22.672
O -9.381 -15.156 -22.905
H -6.337 -14.336 -23.966
H -7.855 -13.832 -24.726
H -7.467 -15.476 -24.561
H -8.100 -13.673 -22.197
H -7.458 -15.280 -22.018
H -10.121 -14.597 -22.638
C -11.740 -15.594 -20.021
C -10.734 -14.474 -20.094
O -11.176 -13.535 -21.152
H -11.542 -16.159 -19.083
H -11.773 -16.239 -20.899
H -12.796 -15.259 -19.997
H -9.703 -14.744 -20.346
H -10.633 -13.869 -19.209
H -12.079 -13.782 -21.426
C -11.345 -10.375 -13.445
C -11.603 -11.789 -13.838
O -11.420 -12.661 -12.706
H -10.413 -10.115 -12.905
H -12.189 -10.145 -12.820
H -11.470 -9.665 -14.325
H -11.002 -12.137 -14.673
H -12.634 -11.849 -14.111
H -10.479 -12.603 -12.482
C -16.115 -12.634 -11.233
C -16.461 -12.182 -12.690
O -15.233 -11.888 -13.402
H -15.680 -13.639 -11.228
H -16.952 -12.705 -10.496
H -15.348 -11.976 -10.900
H -17.060 -11.263 -12.823
H -17.038 -12.916 -13.278
H -14.613 -12.544 -13.121
C -15.293 -15.352 -21.435
C -15.178 -14.162 -22.420
O -14.129 -13.231 -22.206
H -14.480 -16.111 -21.631
H -16.229 -15.847 -21.708
H -15.243 -15.104 -20.384
H -16.180 -13.733 -22.484
H -14.930 -14.549 -23.398
H -14.286 -12.748 -21.365
C -4.406 -14.877 -14.166
C -4.540 -15.498 -15.556
O -3.877 -16.752 -15.706
H -3.358 -14.849 -13.842
H -4.955 -15.490 -13.476
H -4.754 -13.849 -14.132
H -4.064 -14.757 -16.255
H -5.595 -15.561 -15.859
H -4.002 -16.976 -16.643
C -15.422 -20.892 -14.545
C -14.840 -19.813 -15.387
O -14.802 -18.596 -14.650
H -15.677 -21.811 -15.057
H -16.364 -20.605 -14.043
H -14.725 -21.105 -13.693
H -15.333 -19.584 -16.316
H -13.774 -19.994 -15.667
H -15.705 -18.296 -14.510
C -8.098 -14.375 -13.100
C -7.518 -13.077 -12.705
O -8.539 -12.312 -12.090
H -8.960 -14.292 -13.779
H -8.401 -14.889 -12.187
H -7.308 -15.013 -13.516
H -7.056 -12.536 -13.511
H -6.655 -13.149 -12.005
H -8.042 -11.746 -11.494
C -6.632 -18.419 -15.623
C -8.058 -17.918 -15.394
O -8.784 -17.873 -16.598
H -6.734 -19.395 -16.066
H -6.048 -18.515 -14.699
H -6.059 -17.892 -16.356
H -8.042 -16.862 -15.005
H -8.454 -18.581 -14.606
H -9.451 -17.141 -16.433
C -9.743 -21.754 -15.419
C -10.642 -20.873 -14.601
O -11.168 -19.816 -15.423
H -9.041 -22.360 -14.849
H -9.118 -21.159 -16.083
H -10.221 -22.361 -16.141
H -10.047 -20.438 -13.755
H -11.442 -21.438 -14.182
H -11.272 -19.022 -14.860
C -10.993 -17.020 -12.420
C -12.439 -17.225 -12.819
O -12.425 -17.504 -14.237
H -10.493 -16.339 -13.123
H -10.507 -18.005 -12.392
H -10.833 -16.694 -11.395
H -13.052 -16.294 -12.700
H -12.844 -18.092 -12.238
H -13.346 -17.879 -14.445
C -9.726 -14.131 -16.858
C -11.036 -14.669 -16.289
O -10.801 -16.062 -16.043
H -9.032 -14.110 -16.064
H -9.907 -13.140 -17.290
H -9.481 -14.882 -17.616
H -11.830 -14.652 -17.060
H -11.348 -14.112 -15.392
H -11.561 -16.437 -15.500
C -6.356 -18.222 -20.194
C -7.855 -18.199 -19.926
O -8.201 -16.979 -19.208
H -6.140 -19.156 -20.740
H -5.872 -18.202 -19.226
H -6.017 -17.322 -20.767
H -8.221 -18.979 -19.282
H -8.435 -18.147 -20.925
H -8.140 -17.161 -18.252
C -12.338 -18.994 -18.933
C -10.919 -19.364 -19.381
O -10.284 -20.279 -18.535
H -12.710 -18.242 -19.678
H -12.294 -18.521 -17.960
H -12.992 -19.903 -18.859
H -10.237 -18.506 -19.591
H -10.976 -19.918 -20.311
H -10.124 -19.801 -17.726
```

Its molecular weight is 1954.69 g/mol. Its electronic energy is -1119180.53634 eV. As for the spin multiplicity: 1.



C35H95IN13O15Sn as an isolated structure at a distorted geometry, computed with wB97M-V/def2-TZVPD.

The geometry in XYZ format:
```
160
C35H95IN13O15Sn (wB97M-V/def2-TZVPD)
Sn -23.313 5.820 14.404
I -22.361 3.324 13.482
C -15.786 -3.353 12.132
O -17.086 -2.866 12.215
C -17.871 -3.560 13.151
C -17.565 -3.229 14.612
N -17.890 -1.817 14.885
C -17.648 -1.563 16.304
C -17.757 -0.078 16.698
O -16.682 0.558 16.026
C -16.603 1.899 16.403
H -15.724 -4.220 11.457
H -15.407 -3.603 13.110
H -15.089 -2.624 11.661
H -17.892 -4.668 13.005
H -18.882 -3.241 13.007
H -16.571 -3.464 14.949
H -18.225 -3.810 15.311
H -17.196 -1.278 14.316
H -16.674 -1.935 16.666
H -18.422 -2.161 16.863
H -17.533 0.005 17.768
H -18.753 0.297 16.444
H -17.544 2.464 16.310
H -15.871 2.351 15.716
H -16.270 1.939 17.453
C -26.023 0.561 14.094
O -26.110 1.917 14.546
C -26.011 2.811 13.441
C -26.269 4.285 13.974
N -25.257 4.664 14.974
C -25.748 5.179 16.254
C -26.109 6.658 16.180
O -24.991 7.343 15.747
C -25.177 8.800 15.743
H -26.986 0.108 13.825
H -25.581 -0.068 14.871
H -25.494 0.572 13.153
H -26.819 2.561 12.718
H -25.014 2.616 13.033
H -27.235 4.192 14.454
H -26.276 4.930 13.124
H -24.826 3.790 15.288
H -24.982 4.961 16.998
H -26.655 4.580 16.489
H -26.500 6.981 17.127
H -26.939 6.756 15.479
H -25.680 9.152 14.812
H -24.182 9.242 15.697
H -25.729 9.133 16.645
C -19.850 2.565 17.984
O -20.119 3.753 18.681
C -19.243 4.831 18.374
C -17.962 4.551 19.167
N -16.837 5.508 19.024
C -16.512 6.310 20.227
C -15.227 7.052 19.900
O -14.239 6.135 19.500
C -12.959 6.700 19.186
H -19.964 2.625 16.886
H -20.631 1.818 18.238
H -18.914 2.080 18.244
H -19.762 5.702 18.731
H -19.036 4.838 17.289
H -17.619 3.550 18.885
H -18.207 4.511 20.203
H -16.113 5.115 18.485
H -16.298 5.714 21.090
H -17.291 7.030 20.412
H -14.805 7.650 20.744
H -15.397 7.798 19.009
H -12.960 7.468 18.361
H -12.367 5.850 18.872
H -12.490 7.182 20.088
C -25.759 -3.702 15.740
O -24.576 -3.028 15.825
C -23.431 -3.699 15.291
C -22.264 -2.801 15.432
N -22.011 -2.488 16.818
C -21.237 -1.275 16.990
C -22.072 -0.016 16.796
O -22.750 0.216 17.993
C -23.700 1.229 18.123
H -26.158 -3.617 14.684
H -26.469 -3.221 16.406
H -25.678 -4.798 15.998
H -23.631 -3.873 14.210
H -23.328 -4.598 15.819
H -22.598 -1.941 14.925
H -21.352 -3.225 14.960
H -22.785 -2.621 17.417
H -20.398 -1.274 16.222
H -20.702 -1.097 17.952
H -22.699 -0.042 15.961
H -21.503 0.876 16.533
H -24.200 1.143 19.058
H -24.484 1.143 17.365
H -23.251 2.250 17.999
C -17.238 4.167 8.779
O -17.948 3.443 9.752
C -18.426 4.251 10.798
C -18.476 3.420 12.069
N -17.125 2.848 12.353
C -17.026 1.390 12.442
C -15.536 0.994 12.313
O -14.861 1.516 11.133
C -15.119 0.792 9.935
H -16.247 4.396 9.130
H -17.825 5.090 8.480
H -17.103 3.521 7.905
H -19.382 4.671 10.569
H -17.716 5.066 10.985
H -19.174 2.559 11.889
H -18.883 4.075 12.884
H -16.533 2.945 11.503
H -17.682 0.873 11.673
H -17.392 0.972 13.384
H -15.512 -0.106 12.310
H -14.994 1.430 13.161
H -15.286 -0.256 10.109
H -14.253 0.989 9.291
H -16.025 1.211 9.445
C -22.907 6.288 18.572
O -22.470 5.256 17.681
H -22.057 6.782 19.004
H -23.450 6.990 17.967
H -23.555 5.882 19.323
H -21.949 4.640 18.154
C -17.830 6.168 14.454
O -18.514 6.371 13.402
N -17.819 6.992 15.450
N -16.993 5.126 14.473
H -17.448 6.765 16.372
H -18.304 7.907 15.376
H -16.066 5.256 14.911
H -16.965 4.460 13.749
C -20.963 9.389 11.896
O -22.026 8.790 12.180
N -21.010 10.580 11.139
N -19.734 8.974 12.321
H -20.252 11.234 11.005
H -21.900 10.870 10.849
H -18.969 9.382 11.796
H -19.588 8.005 12.683
C -23.686 6.545 11.314
O -23.958 6.106 12.456
N -22.519 6.446 10.739
N -24.637 7.157 10.575
H -22.314 7.227 10.073
H -21.763 6.109 11.332
H -25.536 7.231 10.941
H -24.490 7.068 9.603
C -21.205 -1.123 12.607
O -20.957 -2.308 12.346
N -22.329 -0.416 12.157
N -20.383 -0.418 13.476
H -22.455 -0.625 11.145
H -22.248 0.584 12.276
H -19.532 -0.837 13.862
H -20.598 0.548 13.705
```

Its molecular weight is 1183.84 g/mol. Its electronic energy is -101844.64273 eV. As for the spin multiplicity: 1. Its net charge is +1.



A 10-piece molecular cluster, C35H97N8O10 overall at a distorted geometry, computed with wB97M-V/def2-TZVPD.

The geometry in XYZ format:
```
150
C35H97N8O10 (wB97M-V/def2-TZVPD)
C 14.288 -14.278 13.392
O 13.069 -13.695 13.674
H 14.999 -13.481 13.087
H 14.741 -14.771 14.278
H 14.314 -15.035 12.581
C 9.468 -17.199 12.976
C 9.664 -15.709 12.639
C 9.287 -15.472 11.200
O 10.039 -14.372 10.627
C 9.617 -14.223 9.283
N 8.954 -14.850 13.600
H 8.485 -17.501 12.601
H 9.581 -17.341 14.047
H 10.201 -17.843 12.488
H 10.751 -15.597 12.695
H 8.205 -15.391 11.040
H 9.565 -16.369 10.633
H 8.629 -13.752 9.245
H 9.636 -15.105 8.642
H 10.260 -13.454 8.849
H 8.007 -15.212 13.707
H 8.795 -13.978 13.114
C 9.433 -10.711 10.572
C 9.477 -10.973 12.080
C 8.072 -11.388 12.593
O 8.218 -11.637 13.959
C 6.978 -11.997 14.559
N 10.429 -12.042 12.358
H 8.601 -10.025 10.352
H 9.119 -11.490 9.869
H 10.368 -10.334 10.155
H 9.792 -10.095 12.645
H 7.673 -12.241 12.026
H 7.375 -10.555 12.423
H 7.082 -12.457 15.541
H 6.436 -12.685 13.905
H 6.342 -11.130 14.771
H 10.292 -12.859 11.753
H 11.355 -11.719 12.115
C 17.117 -14.630 10.076
C 17.606 -14.950 11.484
C 18.145 -16.366 11.589
O 17.258 -17.432 11.214
C 16.005 -17.396 11.879
N 18.668 -13.981 11.833
H 17.960 -14.622 9.380
H 16.583 -13.683 10.022
H 16.515 -15.479 9.744
H 16.753 -14.738 12.137
H 18.586 -16.647 12.553
H 18.982 -16.530 10.907
H 16.208 -17.462 12.952
H 15.338 -18.181 11.528
H 15.481 -16.458 11.673
H 18.802 -13.988 12.846
H 18.252 -13.076 11.641
C 11.393 -16.918 17.517
C 12.508 -16.325 16.634
C 12.938 -17.388 15.617
O 13.619 -18.517 16.177
C 14.857 -18.241 16.805
N 11.863 -15.175 15.964
H 10.526 -17.059 16.875
H 11.206 -16.200 18.317
H 11.677 -17.861 17.990
H 13.364 -15.924 17.179
H 13.615 -17.001 14.843
H 12.086 -17.750 15.041
H 15.236 -19.168 17.230
H 14.703 -17.523 17.614
H 15.500 -17.847 16.011
H 12.628 -15.027 15.296
H 11.156 -15.531 15.330
C 15.238 -9.426 13.194
C 14.255 -10.065 14.194
C 13.792 -9.061 15.252
O 12.808 -9.653 16.109
C 12.574 -8.837 17.244
N 13.126 -10.717 13.541
H 14.792 -8.506 12.809
H 15.470 -10.091 12.363
H 16.171 -9.162 13.700
H 14.745 -10.887 14.724
H 13.410 -8.135 14.808
H 14.681 -8.810 15.844
H 12.072 -7.902 16.983
H 13.407 -8.746 17.948
H 11.846 -9.407 17.827
H 13.461 -11.481 12.959
H 12.895 -10.090 12.769
C 11.640 -17.508 8.636
C 12.778 -16.894 9.472
C 13.544 -15.788 8.782
O 14.013 -16.103 7.484
C 15.019 -15.264 6.972
N 12.194 -16.544 10.773
H 12.029 -17.773 7.649
H 10.835 -16.785 8.518
H 11.286 -18.463 9.023
H 13.461 -17.700 9.755
H 14.431 -15.586 9.394
H 12.901 -14.899 8.758
H 15.889 -15.142 7.624
H 14.631 -14.286 6.673
H 15.384 -15.808 6.101
H 12.901 -16.056 11.323
H 11.471 -15.831 10.712
C 11.939 -12.648 20.689
C 12.267 -12.119 19.287
C 13.200 -13.078 18.555
O 13.508 -12.621 17.228
C 14.826 -13.042 16.919
N 11.016 -11.830 18.572
H 11.466 -11.895 21.325
H 12.863 -12.908 21.223
H 11.334 -13.541 20.866
H 12.817 -11.182 19.394
H 12.849 -14.114 18.503
H 14.115 -13.155 19.154
H 15.141 -12.450 16.057
H 14.958 -14.083 16.612
H 15.567 -12.812 17.692
H 10.401 -12.622 18.746
H 10.574 -11.126 19.162
C 17.735 -15.489 15.938
C 18.291 -14.066 16.040
C 19.232 -13.898 17.269
O 18.523 -14.059 18.495
C 19.319 -13.694 19.584
N 19.000 -13.855 14.768
H 17.499 -15.836 16.949
H 18.487 -16.224 15.638
H 16.844 -15.577 15.320
H 17.460 -13.370 16.139
H 19.625 -12.873 17.243
H 20.128 -14.522 17.185
H 20.267 -14.230 19.695
H 18.779 -13.942 20.501
H 19.500 -12.616 19.641
H 19.679 -14.580 14.572
H 19.477 -12.960 14.765
C 13.235 -12.084 10.218
C 13.198 -10.646 9.691
O 12.943 -9.739 10.767
H 12.204 -12.412 10.345
H 13.793 -12.267 11.135
H 13.713 -12.758 9.502
H 12.433 -10.517 8.922
H 14.204 -10.393 9.342
H 13.063 -8.835 10.464
```

Its energy above the lowest of the compared OMol25 structures with the same formula, charge and spin is 246.6 kJ/mol. Its molecular weight is 790.21 g/mol. Its electronic energy is -70256.66477 eV. As for the spin multiplicity: 1. Its net charge is -1.